[1]
C6H14N2O2 | wB97M-V/def2-TZVPD

Geometry (Å):
C: 2.124 0.925 1.238
C: 0.368 2.725 -1.617
C: 1.081 1.640 0.427
O: -0.093 1.491 0.806
N: 1.408 2.319 -0.684
H: 1.801 -0.106 1.436
H: 2.407 2.236 -0.872
H: -0.692 2.581 -1.217
H: 3.049 1.040 0.677
H: 2.079 1.465 2.269
H: 0.281 3.801 -1.638
H: 0.603 2.195 -2.551
C: 0.271 -2.994 -0.235
C: -2.600 -0.731 0.487
C: -1.874 -1.938 -0.090
O: -2.445 -2.705 -0.851
N: -0.649 -2.016 0.442
H: -0.303 -1.153 0.900
H: -0.113 -3.981 -0.109
H: -2.262 0.139 -0.059
H: 0.512 -2.660 -1.256
H: 1.198 -2.906 0.357
H: -3.681 -0.832 0.550
H: -2.467 -0.536 1.590

Forces on the atoms, in the same order (eV/Å):
C -0.205 1.792 1.126
C -0.879 0.205 0.415
C -1.965 -1.112 0.738
O -0.004 -0.036 -0.446
N 0.315 -0.834 1.417
H 0.359 0.284 -0.329
H -0.707 0.601 -0.782
H 1.682 -1.031 -0.325
H 0.565 -0.498 0.815
H 0.667 -0.969 -1.795
H 0.826 0.480 -0.886
H -0.694 0.723 -0.018
C 1.473 1.954 1.309
C -1.876 0.721 1.379
C 1.630 2.031 3.632
O -0.320 -0.612 -0.740
N -0.402 -1.086 -2.307
H -0.284 -0.619 -0.344
H -0.377 -0.616 -0.298
H -0.091 0.228 -0.250
H -0.388 -0.446 0.297
H -0.251 -0.354 -0.410
H -0.167 -0.073 -1.125
H 1.095 -0.732 -1.073

The calculation puts the total energy at -496.665667 hartree. The molar mass comes out at 146.19 g mol⁻¹. The value obtained for the energy above the lowest of the compared OMol25 structures with the same formula, charge and spin is 173.6 kJ/mol. As for the total charge: +1. As for the multiplicity: 2.

Atom charges from the natural (NBO) analysis, given in e for atoms 1 to 5: -0.69 -0.44 0.67 -0.72 -0.59

[2]
C3H10N2 | wB97M-V/def2-TZVPD

Geometry (Å):
C: -0.473 0.934 2.181
C: 0.744 0.049 2.184
H: -1.334 0.237 1.886
H: -0.448 1.767 1.444
H: -0.712 1.387 3.099
H: 0.880 -0.578 1.324
H: 1.679 0.784 2.139
H: 0.936 -0.621 3.004
N: -1.223 -0.483 -1.322
C: 0.142 -0.763 -1.598
N: 0.835 0.173 -2.051
H: -1.517 -0.714 -0.326
H: -1.495 0.441 -1.664
H: 0.486 -1.789 -1.565
H: 1.771 -0.060 -2.338

Forces on the atoms, in the same order (eV/Å):
C -1.677 -1.613 -2.083
C 3.343 2.491 -0.224
H 0.627 1.286 0.483
H 0.233 -0.801 0.239
H -0.163 0.336 1.400
H -0.335 -0.103 -0.808
H -1.567 -1.669 0.228
H -0.467 0.062 0.754
N 0.180 -1.180 1.508
C -1.397 0.587 -0.226
N 0.523 1.243 -0.367
H 0.377 0.523 -2.015
H 0.329 -0.358 0.623
H -0.222 -0.352 0.547
H 0.215 -0.453 -0.060

The calculation puts the total energy at -229.775294 hartree. The molar mass comes out at 74.13 g mol⁻¹. The value obtained for the energy above the lowest of the compared OMol25 structures with the same formula, charge and spin is 89.2 kJ/mol. As for the total charge: 0. The SMILES is [H]/N=C/N.CC.

Atom charges from the natural (NBO) analysis, given in e for atoms 1 to 5: -0.61 -0.61 0.18 0.21 0.21

[3]
C15H50BNO21 | wB97M-V/def2-TZVPD

Geometry (Å):
C: 0.204 -3.732 -0.404
C: -0.482 -2.953 0.765
C: -0.233 -1.510 0.722
C: -1.109 -0.555 -0.091
N: -0.694 0.849 -0.265
C: -0.813 1.523 1.018
C: -2.332 2.107 1.197
C: -2.813 1.989 -0.221
C: -1.692 1.476 -1.138
C: 0.713 0.933 -0.712
C: 1.028 0.375 -2.079
C: 2.448 0.314 -2.482
H: -0.387 -3.484 -1.341
H: 0.195 -4.900 -0.063
H: 1.315 -3.355 -0.421
H: -0.470 -3.254 1.849
H: -1.425 -3.099 0.870
H: 0.830 -1.404 0.395
H: -0.193 -1.093 1.882
H: -2.008 -0.659 0.497
H: -1.188 -0.830 -1.222
H: -0.266 2.446 0.935
H: -0.378 0.958 1.791
H: -2.408 3.162 1.407
H: -2.967 1.572 1.904
H: -3.384 2.669 -0.586
H: -3.559 1.212 -0.458
H: -1.476 2.346 -1.605
H: -2.153 0.969 -1.925
H: 1.243 0.263 -0.042
H: 1.020 1.961 -0.551
H: 0.314 0.692 -2.887
H: 0.797 -0.742 -2.033
H: 2.773 0.200 -3.404
H: 2.905 -0.335 -1.598
H: 2.916 1.333 -2.434
O: 5.821 3.077 1.709
C: 4.721 2.557 2.025
O: 4.602 1.543 2.668
B: 3.354 0.825 2.310
O: 2.640 1.923 1.618
C: 3.468 2.829 1.419
O: 3.183 3.802 0.731
O: 2.685 0.507 3.605
C: 2.409 -0.674 3.573
O: 1.603 -1.261 4.217
C: 2.993 -1.263 2.401
O: 3.571 -0.461 1.674
O: 2.740 -2.378 1.996
O: -5.919 0.745 1.834
H: -5.336 0.167 2.333
H: -6.113 0.216 0.947
O: -3.035 -4.784 2.626
H: -2.638 -3.950 2.838
H: -3.549 -4.496 1.884
O: -0.860 5.067 -0.334
H: -1.545 5.669 0.083
H: -0.206 5.745 -0.640
O: -4.343 -3.814 0.299
H: -3.862 -3.921 -0.340
H: -4.968 -4.322 0.055
O: 1.855 2.740 -4.598
H: 2.422 2.207 -5.124
H: 1.197 3.119 -5.140
O: -4.530 -0.226 -2.385
H: -4.501 0.200 -3.195
H: -4.151 -0.991 -2.496
O: -3.863 3.222 3.690
H: -4.071 2.685 4.575
H: -4.451 2.662 3.043
O: -0.553 5.515 -3.252
H: -0.887 5.156 -2.422
H: 0.403 5.770 -3.087
O: -1.614 -2.646 3.824
H: -2.001 -2.023 4.472
H: -1.024 -3.225 4.293
O: 5.620 1.146 -1.863
H: 5.865 0.863 -0.951
H: 6.337 1.725 -2.046
O: -2.616 -5.143 -1.566
H: -3.340 -5.585 -1.681
H: -1.745 -5.692 -1.671
O: 3.820 -3.290 -0.938
H: 4.845 -3.101 -0.828
H: 3.412 -2.986 -0.143
O: 5.465 -1.135 -3.279
H: 5.727 -0.309 -2.954
H: 4.655 -1.451 -3.075

Forces on the atoms, in the same order (eV/Å):
C 0.623 -1.042 2.079
C 3.927 -0.434 0.514
C 3.223 3.501 2.575
C -0.148 -2.774 -2.164
N -0.586 -0.434 -0.072
C -2.013 3.544 1.021
C 1.033 -1.448 -0.880
C 1.082 -7.069 0.862
C -1.810 1.521 1.577
C 1.300 -0.122 -0.427
C -3.097 -2.578 -1.918
C 1.373 2.495 7.008
H 1.060 -0.689 0.900
H 0.045 2.753 -1.422
H -2.169 -1.005 -0.426
H 2.199 -0.326 -0.890
H -7.017 -1.077 -1.143
H -0.605 -0.078 0.296
H -0.250 -0.936 -2.803
H -1.051 0.782 -0.736
H -0.365 -0.506 2.271
H 0.640 0.222 0.008
H 0.217 -0.787 0.934
H 0.849 0.168 0.766
H 0.372 -0.096 -0.075
H -2.524 5.671 -2.361
H -0.138 -0.554 1.499
H 2.803 2.707 -1.306
H -0.026 -2.116 -0.840
H 0.309 0.658 0.400
H 0.210 0.087 -0.169
H 0.745 0.412 0.668
H -0.284 1.079 0.160
H 0.653 -2.269 -4.535
H -0.010 1.128 -2.407
H -0.312 -0.420 0.981
O -2.847 -0.473 1.059
C 7.082 5.038 -3.788
O -0.011 -6.691 3.990
B 0.728 2.176 1.981
O -2.850 -5.162 0.835
C -1.460 6.877 -4.215
O 0.588 -0.517 0.672
O 1.500 6.538 -0.340
C -2.445 -4.461 1.150
O -1.206 -1.051 1.809
C -2.088 -7.139 -1.001
O 2.691 5.524 -2.989
O 0.100 -0.763 0.505
O -0.574 -1.394 -2.826
H -0.005 -0.273 -0.026
H 0.699 1.676 2.887
O 0.049 -0.655 0.223
H 0.731 0.730 0.925
H -0.782 -0.248 -0.986
O -0.526 2.096 0.250
H 0.989 -1.203 -0.604
H -0.458 -0.967 0.506
O -1.832 6.932 12.417
H 9.825 -1.123 -10.780
H -8.062 -5.644 -1.675
O 0.368 0.009 1.972
H 0.605 -0.560 -0.872
H -1.012 0.578 -1.086
O -3.139 5.362 3.282
H -0.061 1.357 -2.442
H 3.220 -6.728 -0.843
O -2.504 -3.651 1.177
H 0.806 1.962 -2.692
H 1.493 1.725 1.567
O 1.651 0.536 -0.006
H 0.127 -0.032 0.119
H -1.768 -0.608 -0.248
O -0.897 1.095 -0.080
H 0.533 -0.685 -0.416
H 0.500 -0.223 0.515
O -0.195 -0.788 1.563
H -0.557 0.086 -0.793
H 0.916 1.131 -0.551
O 9.060 3.503 0.849
H -6.095 -4.849 -1.292
H -3.013 1.311 0.316
O 3.601 0.234 -1.007
H -3.364 -0.532 -0.218
H -0.211 0.424 1.347
O 4.166 -1.475 -2.807
H -0.401 1.857 1.250
H -3.924 -0.830 1.471

The calculation puts the total energy at -2261.005053 hartree. The molar mass comes out at 591.36 g mol⁻¹. The value obtained for the energy above the lowest of the compared OMol25 structures with the same formula, charge and spin is 193.8 kJ/mol. As for the total charge: 0.

Atom charges from the Löwdin analysis, given in e for atoms 1 to 5: -0.05 -0.28 -0.20 -0.10 -0.22

[4]
C2H8N2O | wB97M-V/def2-TZVPD

Geometry (Å):
C: -0.013 -0.314 0.275
C: 1.383 -0.855 0.549
N: -1.278 1.739 0.251
N: -0.385 -0.598 -1.108
O: 0.012 1.102 0.528
H: -0.724 -0.789 0.961
H: -1.968 1.000 0.377
H: -1.196 1.947 -0.743
H: 0.243 -0.063 -1.704
H: -1.312 -0.217 -1.273
H: 2.135 -0.340 -0.060
H: 1.446 -1.930 0.352
H: 1.658 -0.680 1.595

Forces on the atoms, in the same order (eV/Å):
C 0.370 0.051 -0.877
C 0.198 0.294 0.395
N 1.350 -0.534 0.228
N -0.101 0.130 0.466
O -0.597 0.143 0.381
H -0.191 0.052 -0.170
H -0.156 0.194 -0.059
H -0.418 -0.040 0.040
H 0.026 -0.190 -0.011
H 0.046 -0.267 -0.162
H -0.228 -0.062 -0.041
H -0.199 0.253 -0.029
H -0.099 -0.025 -0.160

The calculation puts the total energy at -265.685008 hartree. The molar mass comes out at 76.10 g mol⁻¹. The value obtained for the energy above the lowest of the compared OMol25 structures with the same formula, charge and spin is 257.7 kJ/mol. As for the total charge: 0. The SMILES is C[C@H](N)ON.

Atom charges from the natural (NBO) analysis, given in e for atoms 1 to 5: 0.22 -0.63 -0.50 -0.84 -0.43

[5]
C9H9BF3NO3 | wB97M-V/def2-TZVPD

Geometry (Å):
O: 0.138 0.297 -2.294
F: 0.579 1.563 0.912
F: -0.654 1.642 2.562
F: 0.409 -0.208 2.255
O: 4.930 -0.338 -0.634
O: 3.181 1.177 0.174
B: 3.570 0.010 -0.570
C: 0.101 -0.131 -1.150
C: -3.678 -0.640 -0.430
C: -3.755 -0.209 0.884
C: -2.555 -0.435 -1.141
C: -2.596 0.224 1.565
C: -1.326 -0.191 -0.449
C: -1.403 0.275 0.881
N: 1.214 -0.549 -0.542
C: -0.214 0.783 1.649
C: 2.373 -0.732 -1.351
H: 5.591 0.137 -0.113
H: 2.180 1.203 0.227
H: -4.609 -0.964 -0.843
H: -4.745 -0.115 1.354
H: -2.383 -0.554 -2.197
H: -2.465 0.532 2.582
H: 1.170 -0.690 0.454
H: 2.779 -1.749 -1.470
H: 2.167 -0.337 -2.315

Forces on the atoms, in the same order (eV/Å):
O -0.446 -0.254 -0.013
F 0.943 -0.097 -0.372
F -0.045 0.218 1.466
F 1.372 -0.338 0.438
O -1.657 -0.200 -0.190
O -0.607 -2.022 -0.675
B 0.881 2.666 0.535
C -2.783 0.633 -1.533
C -1.645 0.996 0.850
C 0.500 0.415 1.674
C 4.289 -0.719 -0.280
C -0.749 -0.162 -0.851
C 0.971 1.581 0.639
C 0.205 -1.429 -1.473
N -1.357 -1.090 0.539
C -2.589 1.062 -0.481
C 3.173 -0.439 1.543
H -0.633 0.181 -0.047
H 2.047 0.192 -0.256
H -0.231 -0.078 -0.666
H 0.626 -0.452 -0.009
H -0.598 -0.373 -0.343
H -1.162 0.175 0.463
H 0.468 -0.675 -0.273
H -1.010 -0.253 0.051
H 0.036 0.464 -0.737

The calculation puts the total energy at -953.381597 hartree. The molar mass comes out at 246.98 g mol⁻¹. The value obtained for the energy above the lowest of the compared OMol25 structures with the same formula, charge and spin is 122.1 kJ/mol. As for the total charge: 0. The SMILES is O=C(NCB(O)O)c1ccccc1C(F)(F)F.

Atom charges from the natural (NBO) analysis, given in e for atoms 1 to 5: -0.62 -0.32 -0.32 -0.31 -0.91

[6]
C2H3N3O2 | wB97M-V/def2-TZVPD

Geometry (Å):
N: -1.719 0.046 -0.075
C: -0.501 -0.175 0.421
N: -0.089 -1.225 1.085
O: 0.895 -1.258 -0.128
C: 1.561 -0.033 -0.221
O: 2.714 0.073 -0.518
N: 0.539 0.844 0.027
H: -1.738 0.651 -0.879
H: -2.382 -0.721 -0.068
H: 0.720 1.798 0.356

Forces on the atoms, in the same order (eV/Å):
N 0.009 0.261 0.059
C -0.540 1.156 0.358
N -0.260 0.518 -1.043
O 1.936 -0.704 0.418
C 0.302 -0.754 0.007
O -0.669 0.322 0.067
N -0.251 -0.509 -0.248
H -0.285 0.303 0.210
H 0.313 0.149 0.147
H -0.553 -0.742 0.026

The calculation puts the total energy at -392.650273 hartree. The molar mass comes out at 101.06 g mol⁻¹. The value obtained for the energy above the lowest of the compared OMol25 structures with the same formula, charge and spin is 376.2 kJ/mol. As for the total charge: 0.

Atom charges from the natural (NBO) analysis, given in e for atoms 1 to 5: -0.76 0.64 -0.33 -0.41 0.87

Copy entry 6 word for word.
C2H3N3O2 | wB97M-V/def2-TZVPD

Geometry (Å):
N: -1.719 0.046 -0.075
C: -0.501 -0.175 0.421
N: -0.089 -1.225 1.085
O: 0.895 -1.258 -0.128
C: 1.561 -0.033 -0.221
O: 2.714 0.073 -0.518
N: 0.539 0.844 0.027
H: -1.738 0.651 -0.879
H: -2.382 -0.721 -0.068
H: 0.720 1.798 0.356

Forces on the atoms, in the same order (eV/Å):
N 0.009 0.261 0.059
C -0.540 1.156 0.358
N -0.260 0.518 -1.043
O 1.936 -0.704 0.418
C 0.302 -0.754 0.007
O -0.669 0.322 0.067
N -0.251 -0.509 -0.248
H -0.285 0.303 0.210
H 0.313 0.149 0.147
H -0.553 -0.742 0.026

The calculation puts the total energy at -392.650273 hartree. The molar mass comes out at 101.06 g mol⁻¹. The value obtained for the energy above the lowest of the compared OMol25 structures with the same formula, charge and spin is 376.2 kJ/mol. As for the total charge: 0.

Atom charges from the natural (NBO) analysis, given in e for atoms 1 to 5: -0.76 0.64 -0.33 -0.41 0.87

Question: Which of these has the highest total charge?
Answer: C6H14N2O2

Question: What is the formula in the fifth record?
Answer: C9H9BF3NO3